The following is a DFT calculation (ωB97M-V with the def2-TZVPD basis set) of a single C3H6OS molecule.

Output
Molecular weight ... 90.1 g/mol
Lowest unoccupied orbital energy ... 0.8 eV
Total charge ... 0
SMILES ... CCC(=O)S
Gap between HOMO and LUMO ... 10.599 eV
Relative energy (zero: lowest compared OMol25 entry of this formula, charge and spin) ... 151.47 kJ/mol

```
11
Properties=species:S:1:pos:R:3:forces:R:3
C -2.037 -1.036 -0.423 -1.4 0.0 -1.5
C -1.024 0.151 -0.573 -3.1 -0.8 6.1
S 1.395 1.012 -0.183 2.3 -0.7 1.1
C 0.164 -0.098 0.346 -1.1 0.0 -3.1
H -2.855 -0.873 0.310 1.5 -0.5 1.0
H 2.223 0.081 0.437 0.1 1.3 -0.5
H -2.884 -1.032 -1.213 2.1 -0.2 -0.1
H -0.807 0.318 -1.567 0.6 1.2 -1.7
O 0.277 -0.973 1.132 0.2 -0.7 1.3
H -1.435 -2.014 -0.405 -1.5 1.3 0.3
H -1.403 1.008 0.207 0.2 -1.0 -2.9
```
Forces are in eV/Å.

The Mulliken scheme yields these atomic charges, measured in e: C -0.94; C -0.56; S -0.25; C 0.53; H 0.27; H 0.16; H 0.31; H 0.49; O -0.49; H 0.23; H 0.24

=====

The following is a DFT calculation (ωB97M-V with the def2-TZVPD basis set) of a molecular structure, C3H6OS.

Output
Molecular weight ... 90.1 g/mol
Lowest unoccupied orbital energy ... 0.0 eV
Total charge ... 0
Gap between HOMO and LUMO ... 9.399 eV
Relative energy (zero: lowest compared OMol25 entry of this formula, charge and spin) ... 331.58 kJ/mol

```
11
Properties=species:S:1:pos:R:3:forces:R:3
H 1.077 0.537 1.121 0.3 0.3 1.1
H 0.314 -1.657 0.701 -0.6 -0.3 0.4
H 0.484 -0.696 -1.205 -0.8 0.4 -1.4
H -1.245 0.359 -1.176 1.7 -2.0 0.4
C -0.702 -1.455 0.328 0.0 1.1 -1.1
H -1.375 -1.072 1.097 0.1 -0.4 0.1
H -1.095 -2.376 -0.151 0.1 0.6 0.3
C 0.591 0.999 0.303 -2.5 -2.3 -4.0
C -0.423 -0.334 -0.724 1.5 2.9 2.9
S 0.827 2.344 -0.545 -0.2 -0.6 1.9
O 1.548 3.351 0.252 0.3 0.4 -0.6
```
Forces are in eV/Å.

The Mulliken scheme yields these atomic charges, measured in e: H 0.32; H 0.26; H 0.35; H 0.36; C -0.91; H 0.27; H 0.31; C -0.24; C -0.52; S 0.31; O -0.52

=====

The following is a DFT calculation (ωB97M-V with the def2-TZVPD basis set) of a single C3H6OS2 molecule.

Output
Molecular weight ... 122.2 g/mol
Lowest unoccupied orbital energy (spin up / spin down) ... -0.5 / 0.2 eV
Total charge ... 0
Gap between HOMO and LUMO (spin up / spin down) ... 6.635 / 8.238 eV
Relative energy (zero: lowest compared OMol25 entry of this formula, charge and spin) ... 494.60 kJ/mol

```
12
Properties=species:S:1:pos:R:3:forces:R:3
C -1.893 0.000 0.626 1.8 -1.2 -0.9
S -3.306 -0.733 -0.041 -0.5 -2.2 1.0
H -3.409 -2.026 0.669 0.4 2.2 -1.0
H 0.149 -2.364 -0.435 0.3 -0.8 0.0
C 1.485 0.855 -0.020 0.6 -0.8 -0.1
H 2.495 0.671 -0.477 -1.0 0.9 -0.2
H -1.939 1.030 0.494 -0.4 2.0 0.3
S 1.430 -1.973 -0.344 -1.1 1.1 -0.3
H 1.760 0.722 1.038 -0.5 0.6 0.2
O -0.667 -0.366 -0.111 2.2 -1.0 -0.7
H 0.923 1.800 -0.240 1.0 -0.8 0.2
C 0.665 -0.340 -0.362 -2.8 0.0 1.6
```
Forces are in eV/Å.

The Mulliken scheme yields these atomic charges, measured in e: C -0.31; S -0.21; H 0.12; H 0.15; C -0.96; H 0.33; H 0.25; S -0.22; H 0.31; O -0.24; H 0.28; C 0.48

=====

The following is a DFT calculation (ωB97M-V with the def2-TZVPD basis set) of a single C3H6OS2 molecule.

Output
Molecular weight ... 122.2 g/mol
Lowest unoccupied orbital energy ... 0.7 eV
Total charge ... 0
SMILES ... C1OCSCS1
Gap between HOMO and LUMO ... 9.569 eV
Relative energy (zero: lowest compared OMol25 entry of this formula, charge and spin) ... 114.66 kJ/mol

```
12
Properties=species:S:1:pos:R:3:forces:R:3
S 0.904 1.183 -0.841 -0.4 -0.1 -0.4
C -0.868 1.189 -0.603 -0.3 0.7 -0.7
C -0.403 -1.372 0.007 0.0 -1.0 0.3
H -1.245 1.845 -1.394 -0.2 0.0 0.3
O 0.246 -0.689 1.062 -1.0 0.1 -0.7
S -1.692 -0.395 -0.814 0.2 0.0 -0.1
C 1.217 0.201 0.610 2.4 -0.6 1.1
H 2.109 -0.419 0.345 -0.2 0.6 0.2
H -0.966 -2.165 0.505 0.3 -0.2 -0.3
H -1.094 1.591 0.374 -0.1 0.2 0.1
H 0.313 -1.803 -0.738 -0.4 0.5 0.6
H 1.479 0.833 1.486 -0.2 -0.3 -0.6
```
Forces are in eV/Å.

The Mulliken scheme yields these atomic charges, measured in e: S -0.10; C -0.51; C -0.35; H 0.31; O -0.37; S -0.13; C -0.45; H 0.34; H 0.30; H 0.33; H 0.31; H 0.32

=====

The following is a DFT calculation (ωB97M-V with the def2-TZVPD basis set) of a single C3H6OS2 molecule.

Output
Molecular weight ... 122.2 g/mol
Lowest unoccupied orbital energy ... 0.6 eV
Total charge ... 0
SMILES ... OC1[C@@H](S)[C@@H]1S
Gap between HOMO and LUMO ... 9.026 eV
Relative energy (zero: lowest compared OMol25 entry of this formula, charge and spin) ... 167.62 kJ/mol

```
12
Properties=species:S:1:pos:R:3:forces:R:3
C -0.382 -0.762 0.385 0.3 -0.1 -0.4
C 0.713 -0.281 -0.533 0.2 -0.4 0.4
H 0.357 1.153 1.187 0.1 -0.4 -0.5
O -0.901 1.495 -0.407 -1.7 0.6 -0.6
H -0.034 -1.256 1.269 -0.1 -0.2 0.5
H 0.376 -0.275 -1.548 0.2 0.0 -0.6
H 2.360 -0.903 0.991 0.0 0.0 0.1
S 2.412 -0.735 -0.335 0.4 0.0 0.0
C -0.064 0.675 0.285 1.6 1.2 1.2
H -0.582 2.397 -0.485 0.3 -0.1 0.1
H -2.387 -0.151 -0.504 -0.2 0.2 -0.1
S -1.868 -1.357 -0.303 -0.9 -0.8 -0.2
```
Forces are in eV/Å.

The Mulliken scheme yields these atomic charges, measured in e: C -0.21; C -0.34; H 0.28; O -0.52; H 0.29; H 0.34; H 0.09; S -0.22; C 0.08; H 0.31; H 0.15; S -0.27

=====

The following is a DFT calculation (ωB97M-V with the def2-TZVPD basis set) of 2 unconnected molecules or ions with the total composition C3H6S.

Output
Molecular weight ... 74.1 g/mol
Lowest unoccupied orbital energy (spin up / spin down) ... -1.2 / -1.3 eV
Total charge ... 0
Gap between HOMO and LUMO (spin up / spin down) ... 6.925 / 6.873 eV
Relative energy (zero: lowest compared OMol25 entry of this formula, charge and spin) ... 507.65 kJ/mol

```
10
Properties=species:S:1:pos:R:3:forces:R:3
C 0.430 -0.036 0.176 2.2 1.5 -1.0
H -0.710 1.310 0.868 0.2 0.8 -0.9
H -0.544 -1.643 1.029 -0.3 -0.3 1.2
S 3.050 0.381 0.349 -2.8 -0.5 -0.1
H 0.294 -2.114 -0.391 -0.7 1.1 0.3
H -1.045 1.164 -0.915 -0.9 -0.3 -0.4
C -0.272 1.252 -0.185 1.2 -2.2 1.5
H 0.426 2.016 -0.476 0.2 0.5 0.6
C -0.333 -1.280 0.055 -0.1 0.3 -2.0
H -1.294 -1.050 -0.509 1.0 -0.9 0.6
```
Forces are in eV/Å.

The Mulliken scheme yields these atomic charges, measured in e: C 0.05; H 0.28; H 0.31; S -0.26; H 0.27; H 0.34; C -0.74; H 0.27; C -0.81; H 0.30

=====

The following is a DFT calculation (ωB97M-V with the def2-TZVPD basis set) of a single C3H6S molecule.

Output
Molecular weight ... 74.1 g/mol
Expectation value of S² ... 2.00
Lowest unoccupied orbital energy (spin up / spin down) ... 1.0 / -2.4 eV
Total charge ... 0
Multiplicity ... 3
Gap between HOMO and LUMO (spin up / spin down) ... 5.113 / 8.681 eV
Relative energy (zero: lowest compared OMol25 entry of this formula, charge and spin) ... 210.87 kJ/mol

```
10
Properties=species:S:1:pos:R:3:forces:R:3
C -1.248 0.986 0.140 0.6 5.3 1.5
H -1.714 1.846 -0.372 0.0 -0.6 -0.7
H 1.309 0.056 0.529 -0.4 -1.8 -0.6
C -0.605 -0.106 -0.549 4.0 -3.2 -0.4
S -2.194 -0.480 0.112 -2.7 -2.5 1.0
H -0.826 1.596 1.001 0.0 -1.5 -0.3
H -0.605 -0.229 -1.636 0.3 0.5 0.2
H 0.606 -1.515 0.978 -0.7 -1.2 1.2
H 1.280 -1.319 -0.596 2.2 -2.0 -3.2
C 0.783 -0.907 0.152 -3.4 7.1 1.3
```
Forces are in eV/Å.

The Mulliken scheme yields these atomic charges, measured in e: C -0.76; H 0.28; H 0.25; C 0.01; S -0.18; H 0.30; H 0.39; H 0.32; H 0.35; C -0.97

=====

The following is a DFT calculation (ωB97M-V with the def2-TZVPD basis set) of a molecular structure, C3H6S2.

Output
Molecular weight ... 106.2 g/mol
Lowest unoccupied orbital energy ... 0.8 eV
Total charge ... 0
Gap between HOMO and LUMO ... 9.274 eV
Relative energy (zero: lowest compared OMol25 entry of this formula, charge and spin) ... 168.31 kJ/mol

```
11
Properties=species:S:1:pos:R:3:forces:R:3
H 1.533 -0.466 0.816 -0.9 -0.3 -0.4
S 0.265 1.483 -0.008 1.1 0.7 2.0
H -1.931 1.336 0.687 0.3 -0.3 1.0
C 1.163 -0.124 -0.165 2.2 1.9 -2.2
S -1.277 -0.883 0.294 -1.4 -2.3 -0.6
H -0.288 -0.019 -1.868 0.7 -2.4 2.3
C -1.076 0.693 0.976 0.6 1.7 2.1
H 0.279 -1.755 -1.188 -0.3 -0.8 -0.7
C -0.015 -0.759 -0.928 1.3 0.7 -1.5
H 2.227 -0.023 -0.791 -3.1 0.1 1.1
H -0.879 0.517 2.175 -0.5 1.2 -3.0
```
Forces are in eV/Å.

The Mulliken scheme yields these atomic charges, measured in e: H 0.30; S -0.17; H 0.34; C -0.51; S -0.14; H 0.29; C -0.46; H 0.36; C -0.55; H 0.27; H 0.28

=====

> Number 5 is which compound?

C3H6OS2